# 1
This record from OMol25 describes 2 unconnected molecules or ions with the total composition C18H23F3NO5S2. The level of theory is wB97M-V/def2-TZVPD.

Last column: Mulliken charge in e.
Atoms and positions in Å:
1 C -2.622 5.523 3.326  -1.21
2 C -3.008 4.735 2.103  -0.23
3 O -2.397 3.436 2.168  -0.20
4 C -2.562 2.759 1.004  -0.03
5 C -1.996 1.381 1.138  0.70
6 C -2.328 0.505 0.024  0.13
7 O -2.242 0.872 -1.148  -0.79
8 C -2.686 -0.952 0.379  -0.90
9 C -1.411 -1.758 0.639  -0.43
10 C -0.496 -1.064 1.634  -0.15
11 C -1.261 -0.503 2.817  -1.33
12 C -1.845 0.901 2.535  -0.31
13 O -3.202 3.252 0.086  -0.70
14 H -3.057 6.523 3.227  0.38
15 H -3.014 5.074 4.244  0.29
16 H -1.536 5.628 3.410  0.29
17 H -4.099 4.598 2.045  0.28
18 H -2.659 5.236 1.190  0.31
19 H -3.356 -0.951 1.252  0.25
20 H -3.230 -1.386 -0.469  0.46
21 H -1.694 -2.748 1.024  0.34
22 H -0.903 -1.922 -0.321  0.06
23 H 0.316 -1.743 1.928  0.64
24 H -0.013 -0.232 1.123  0.06
25 H -2.091 -1.157 3.094  0.40
26 H -0.594 -0.439 3.682  0.37
27 H -1.220 1.632 3.076  0.25
28 H -2.844 0.919 2.994  0.12
29 C 1.396 -0.677 -0.715  -1.00
30 N 2.493 -0.121 -1.511  0.09
31 S 2.536 1.635 -1.371  -0.10
32 C 2.227 2.129 -3.113  0.73
33 F 2.804 3.353 -3.316  -0.24
34 F 2.785 1.258 -3.979  -0.21
35 F 0.914 2.218 -3.412  -0.21
36 S 3.950 -1.015 -1.417  1.24
37 C 3.231 -2.583 -1.894  -0.29
38 C 3.189 -3.664 -0.998  -0.23
39 C 2.361 -4.752 -1.318  -0.46
40 C 1.698 -4.807 -2.550  -0.41
41 C 1.889 -3.783 -3.484  -0.48
42 C 2.671 -2.662 -3.169  -0.12
43 O 4.809 -0.571 -2.473  -0.66
44 O 4.406 -1.129 -0.066  -0.69
45 H 0.557 0.001 -0.877  0.44
46 H 1.154 -1.670 -1.096  0.05
47 H 1.688 -0.762 0.346  0.53
48 H 3.753 -3.620 -0.062  0.45
49 H 2.235 -5.552 -0.594  0.38
50 H 1.049 -5.658 -2.789  0.37
51 H 1.424 -3.834 -4.462  0.38
52 H 2.830 -1.854 -3.884  0.39

Net charge: -1
Kohn-Sham gap, Eh: 0.1850
E_LUMO, eV: 2.1
Highest occupied orbital energy, eV: -2.91

=====

# 2
This record from OMol25 describes 3 unconnected molecules or ions with the total composition C6H6. The level of theory is wB97M-V/def2-TZVPD.

Last column: Mulliken charge in e.
Atoms and positions in Å:
1 C 1.632 -0.703 -0.030  -0.34
2 C 0.790 -1.594 0.017  -0.34
3 H 2.634 -0.336 -0.070  0.34
4 H 0.481 -2.616 0.048  0.34
5 C -1.422 -1.066 0.096  -0.34
6 C -1.775 0.109 0.072  -0.34
7 H -1.603 -2.117 0.142  0.34
8 H -2.504 0.889 0.083  0.34
9 C -0.213 1.762 -0.068  -0.34
10 C 0.980 1.478 -0.084  -0.34
11 H -1.036 2.443 -0.082  0.34
12 H 2.020 1.719 -0.118  0.34

Net charge: 0
Kohn-Sham gap, Eh: 0.3713
E_LUMO, eV: 1.0
Structure (SMILES): C#C.C#C.C#C
Highest occupied orbital energy, eV: -9.09

=====

# 3
This record from OMol25 describes a molecular structure, C24H33N2ORuSSi. The level of theory is wB97M-V/def2-TZVPD.

Last column: Mulliken charge in e.
Atoms and positions in Å:
1 Ru 0.575 0.035 0.067  0.39
2 C -0.681 -2.675 -3.236  -1.72
3 C -1.065 -1.695 -2.172  0.88
4 C -1.380 -2.143 -0.879  -0.30
5 C -1.773 -1.261 0.117  -0.08
6 C -1.854 0.113 -0.157  -1.49
7 C -1.508 0.575 -1.432  -0.38
8 C -1.120 -0.327 -2.427  -0.37
9 H -1.567 -3.194 -3.608  0.43
10 H -0.003 -3.432 -2.840  0.38
11 H -0.207 -2.182 -4.083  0.37
12 H -1.323 -3.202 -0.660  0.51
13 H -2.044 -1.630 1.098  0.47
14 H -2.248 0.795 0.585  0.59
15 H -1.595 1.630 -1.663  0.48
16 H -0.877 0.045 -3.415  0.48
17 C 2.299 -3.375 1.497  -1.34
18 C 1.872 -2.296 2.435  0.49
19 C 2.071 -2.441 3.839  -0.64
20 C 1.677 -1.447 4.710  -0.72
21 C 1.097 -0.293 4.203  -0.69
22 C 0.932 -0.182 2.802  0.49
23 N 1.310 -1.214 1.956  0.63
24 N 0.429 0.838 2.136  0.53
25 Si -0.162 2.467 2.671  -0.25
26 C -1.717 2.182 3.627  -0.98
27 C 1.168 3.284 3.666  -0.99
28 C -0.465 3.380 1.079  -0.66
29 H 3.390 -3.396 1.439  0.31
30 H 1.902 -3.201 0.500  0.07
31 H 1.983 -4.351 1.865  0.48
32 H 2.527 -3.351 4.207  0.51
33 H 1.817 -1.565 5.776  0.48
34 H 0.772 0.508 4.849  0.38
35 H -1.533 1.638 4.555  0.34
36 H -2.469 1.632 3.058  0.32
37 H -2.157 3.145 3.899  0.39
38 H 1.423 2.744 4.578  0.35
39 H 0.822 4.277 3.967  0.40
40 H 2.083 3.422 3.087  0.26
41 H -1.519 3.384 0.795  0.35
42 H 0.113 2.969 0.243  -0.06
43 H -0.156 4.423 1.178  0.49
44 C 3.425 4.957 -0.282  -1.58
45 C 3.193 3.572 -0.812  0.64
46 C 3.210 2.466 0.034  -0.89
47 C 2.981 1.185 -0.461  -1.05
48 C 2.721 1.021 -1.824  1.02
49 C 2.692 2.108 -2.685  -0.82
50 C 2.940 3.369 -2.169  -0.56
51 S 2.390 -0.616 -2.417  0.47
52 C 4.037 -1.272 -2.553  -1.14
53 O 1.804 -1.325 -1.181  -0.24
54 H 3.940 4.938 0.677  0.39
55 H 2.470 5.469 -0.144  0.29
56 H 4.015 5.553 -0.975  0.46
57 H 3.422 2.599 1.088  0.44
58 H 3.104 0.314 0.179  0.84
59 H 2.476 1.979 -3.739  0.49
60 H 2.930 4.222 -2.837  0.48
61 H 4.543 -1.165 -1.595  0.35
62 H 4.552 -0.715 -3.335  0.42
63 H 3.944 -2.318 -2.840  0.44

Spin multiplicity: 6
Net charge: +2
Kohn-Sham gap (spin up / spin down), Eh: 0.3360 / 0.2414
E_LUMO (spin up / spin down), eV: -5.2 / -8.2
Highest occupied orbital energy (spin up / spin down), eV: -14.32 / -14.78